{"formula": "C22H60BrO8PSi", "method": "the ωB97M-V functional and the def2-TZVPD basis", "species": ["C", "C", "C", "C", "O", "Si", "P", "O", "Br", "H", "H", "H", "H", "H", "H", "H", "H", "H", "H", "H", "H", "C", "C", "C", "O", "H", "H", "H", "H", "H", "H", "H", "H", "C", "C", "C", "O", "H", "H", "H", "H", "H", "H", "H", "H", "C", "C", "C", "O", "H", "H", "H", "H", "H", "H", "H", "H", "C", "C", "C", "O", "H", "H", "H", "H", "H", "H", "H", "H", "C", "C", "C", "O", "H", "H", "H", "H", "H", "H", "H", "H", "C", "C", "C", "O", "H", "H", "H", "H", "H", "H", "H", "H"], "xyz": [[0.400, -2.409, 0.882], [0.144, -1.593, -0.391], [-0.273, -0.142, -0.172], [-1.599, 0.130, 0.542], [-2.114, -1.002, 1.279], [-3.203, -1.939, 0.521], [-5.368, -1.533, 1.121], [-5.980, -1.304, -0.386], [-5.219, 0.558, 1.863], [0.384, -1.782, 1.770], [1.330, -2.971, 0.828], [-0.394, -3.136, 1.040], [-0.567, -2.080, -1.055], [1.069, -1.544, -0.963], [0.543, 0.401, 0.303], [-0.359, 0.306, -1.163], [-1.472, 0.934, 1.246], [-2.351, 0.476, -0.169], [-2.920, -3.358, 0.821], [-3.107, -1.741, -0.944], [-6.650, -1.982, -0.528], [2.103, -2.198, -5.278], [1.612, -2.622, -3.904], [1.355, -4.119, -3.831], [0.442, -1.892, -3.536], [1.345, -2.427, -6.032], [2.282, -1.124, -5.307], [3.028, -2.708, -5.547], [2.353, -2.348, -3.152], [0.579, -4.403, -4.547], [1.014, -4.399, -2.835], [2.257, -4.686, -4.063], [-0.252, -2.095, -4.174], [-6.617, 4.390, 3.772], [-6.620, 4.783, 2.303], [-7.978, 4.551, 1.659], [-5.601, 4.080, 1.595], [-6.841, 3.324, 3.876], [-5.637, 4.571, 4.213], [-7.363, 4.951, 4.336], [-6.351, 5.836, 2.210], [-8.239, 3.490, 1.706], [-7.958, 4.844, 0.610], [-8.760, 5.118, 2.166], [-5.810, 3.139, 1.656], [1.834, 3.725, -3.398], [0.860, 2.825, -2.652], [-0.584, 3.138, -3.010], [1.060, 2.919, -1.244], [1.660, 4.772, -3.131], [2.862, 3.478, -3.132], [1.719, 3.625, -4.478], [1.074, 1.782, -2.893], [-0.828, 4.167, -2.732], [-1.263, 2.476, -2.472], [-0.762, 3.023, -4.080], [0.881, 3.826, -0.970], [-1.143, 2.147, 5.892], [-1.074, 2.550, 4.428], [-2.398, 2.317, 3.717], [-0.019, 1.852, 3.766], [-1.372, 1.080, 5.977], [-0.187, 2.326, 6.384], [-1.917, 2.704, 6.421], [-0.802, 3.604, 4.356], [-2.654, 1.254, 3.741], [-2.335, 2.621, 2.674], [-3.210, 2.875, 4.186], [-0.220, 0.909, 3.806], [4.411, -3.435, 3.759], [3.319, -4.344, 3.218], [2.779, -5.279, 4.289], [3.794, -5.087, 2.095], [5.256, -4.031, 4.115], [4.775, -2.770, 2.976], [4.047, -2.828, 4.589], [2.503, -3.735, 2.826], [3.577, -5.929, 4.660], [1.994, -5.914, 3.879], [2.372, -4.723, 5.133], [4.521, -5.643, 2.398], [6.421, 0.553, -4.735], [5.331, -0.477, -4.482], [5.166, -0.762, -2.998], [5.599, -1.683, -5.199], [7.383, 0.181, -4.371], [6.521, 0.749, -5.802], [6.204, 1.493, -4.227], [4.388, -0.111, -4.890], [6.095, -1.170, -2.588], [4.380, -1.497, -2.832], [4.917, 0.143, -2.443], [6.429, -2.042, -4.867]], "forces_ev_per_angstrom": [[-0.4, -0.1, 0.0], [0.2, 0.1, 0.2], [0.1, 0.0, -0.4], [0.1, -0.1, 0.1], [0.3, 0.4, 0.0], [0.2, -0.1, -0.4], [-0.2, -0.4, 0.5], [0.0, -0.2, -0.4], [0.2, 0.1, 0.0], [0.3, 0.1, 0.1], [0.2, 0.1, 0.0], [0.0, -0.1, 0.0], [-0.1, -0.2, 0.0], [0.0, 0.0, -0.1], [0.0, 0.0, 0.3], [0.1, 0.1, -0.1], [0.0, 0.3, 0.4], [-0.1, -0.1, -0.1], [-0.2, 0.0, 0.1], [-0.2, 0.0, 0.0], [-0.2, 0.2, -0.1], [0.0, 0.1, 0.0], [0.0, -0.1, -0.2], [-0.1, 0.0, 0.1], [-0.1, 0.1, 0.0], [0.0, -0.1, 0.0], [0.0, 0.0, 0.0], [0.0, 0.0, 0.0], [0.0, 0.0, 0.0], [0.0, 0.0, 0.0], [0.0, 0.0, 0.0], [0.0, 0.0, 0.0], [0.0, 0.0, 0.0], [0.1, 0.0, 0.0], [-0.1, -0.1, 0.1], [0.0, 0.0, -0.1], [0.0, 0.0, 0.0], [0.0, 0.0, 0.0], [0.0, 0.0, 0.0], [0.0, 0.0, 0.0], [0.0, 0.0, 0.0], [0.0, 0.0, 0.0], [0.0, 0.0, 0.0], [0.0, 0.0, 0.0], [0.1, 0.0, -0.1], [0.1, 0.0, 0.1], [-0.1, 0.1, -0.1], [0.0, -0.1, 0.1], [0.0, -0.1, 0.0], [0.0, 0.0, 0.0], [0.0, 0.0, 0.0], [0.0, 0.0, 0.0], [0.0, 0.0, 0.0], [0.0, 0.0, 0.0], [0.0, 0.0, 0.0], [0.0, 0.0, 0.0], [0.0, 0.0, 0.0], [0.1, 0.0, 0.0], [-0.1, -0.1, 0.1], [0.0, 0.0, 0.0], [0.0, 0.0, 0.0], [0.0, 0.0, 0.0], [0.0, 0.0, 0.0], [0.0, 0.0, 0.0], [0.0, 0.0, 0.0], [0.0, 0.0, 0.0], [0.0, 0.0, 0.0], [0.0, 0.0, 0.0], [0.0, 0.0, 0.0], [0.0, 0.0, -0.1], [0.1, -0.1, 0.1], [0.0, 0.0, -0.1], [0.0, 0.0, 0.0], [0.0, 0.0, 0.0], [0.0, 0.0, 0.0], [0.0, 0.0, 0.0], [0.0, 0.0, 0.0], [0.0, 0.0, 0.0], [0.0, 0.0, 0.0], [0.0, 0.0, 0.0], [0.0, 0.0, 0.0], [0.0, 0.0, -0.1], [0.2, 0.0, 0.2], [0.0, -0.1, 0.0], [-0.1, 0.0, 0.0], [0.0, 0.0, 0.0], [0.0, 0.0, 0.0], [0.0, 0.0, 0.0], [0.0, 0.0, 0.0], [0.0, 0.0, 0.0], [0.0, 0.0, 0.0], [0.0, 0.0, 0.0], [0.0, 0.0, 0.0]], "lowdin_charge": [-0.10, -0.25, -0.17, -0.25, -0.36, 0.39, 0.32, -0.48, 0.31, 0.07, 0.06, 0.05, 0.08, 0.09, 0.11, 0.10, 0.09, 0.10, -0.04, -0.01, 0.03, -0.05, -0.50, -0.05, -0.06, 0.08, 0.07, 0.08, 0.11, 0.08, 0.08, 0.08, 0.09, -0.06, -0.50, -0.06, -0.08, 0.08, 0.07, 0.08, 0.14, 0.08, 0.08, 0.08, -0.02, -0.06, -0.51, -0.06, -0.06, 0.08, 0.07, 0.08, 0.13, 0.08, 0.07, 0.08, 0.09, -0.06, -0.50, -0.08, -0.06, 0.08, 0.08, 0.08, 0.14, 0.06, 0.07, 0.07, 0.08, -0.06, -0.51, -0.06, -0.06, 0.08, 0.08, 0.08, 0.12, 0.08, 0.08, 0.08, 0.08, -0.06, -0.50, -0.05, -0.06, 0.08, 0.08, 0.08, 0.12, 0.08, 0.06, 0.08, 0.09], "homo_ev": -8.625, "total_energy_ev": -127377.143, "homo_lumo_gap_ev": 8.9}